{
  "formula": "C30H34F3IrN6O8S2",
  "method": "ωB97M-V/def2-TZVPD",
  "elements": ["Ir", "C", "O", "C", "C", "C", "C", "C", "C", "N", "N", "C", "C", "C", "C", "O", "C", "N", "C", "C", "C", "C", "H", "H", "H", "H", "H", "H", "H", "H", "H", "H", "H", "H", "O", "N", "C", "C", "C", "C", "C", "S", "H", "H", "H", "H", "C", "N", "C", "C", "C", "N", "C", "C", "O", "H", "H", "H", "H", "H", "H", "H", "H", "H", "H", "H", "H", "C", "C", "O", "H", "H", "H", "H", "H", "H", "F", "C", "F", "F", "S", "O", "O", "O"],
  "positions_angstrom": [[-0.607, -0.772, -0.281], [8.174, 2.293, 1.850], [7.550, 3.525, 1.546], [6.294, 3.724, 2.025], [5.581, 2.793, 2.774], [4.295, 3.088, 3.200], [3.700, 4.312, 2.877], [4.449, 5.254, 2.146], [5.721, 4.963, 1.721], [2.401, 4.665, 3.188], [1.702, 3.757, 3.847], [1.006, 2.800, 3.243], [0.388, 1.838, 4.082], [-0.183, 0.680, 3.601], [-0.205, 0.414, 2.229], [-0.684, -0.692, 1.724], [0.300, 1.420, 1.350], [0.174, 1.138, 0.023], [0.598, 1.993, -0.882], [1.119, 3.235, -0.508], [1.245, 3.552, 0.823], [0.869, 2.619, 1.808], [9.161, 2.334, 1.397], [7.616, 1.452, 1.429], [8.276, 2.156, 2.930], [6.011, 1.836, 3.032], [3.749, 2.364, 3.789], [3.993, 6.209, 1.919], [6.300, 5.677, 1.151], [0.430, 2.025, 5.147], [-0.606, -0.052, 4.276], [0.495, 1.700, -1.918], [1.412, 3.933, -1.279], [1.627, 4.516, 1.123], [1.750, -0.927, -0.412], [2.074, -1.904, -1.233], [3.154, -1.741, -2.026], [3.571, -2.742, -2.861], [2.848, -3.936, -2.892], [1.732, -4.068, -2.103], [1.320, -3.031, -1.258], [-0.075, -3.102, -0.253], [3.630, -0.778, -1.917], [4.440, -2.584, -3.481], [3.151, -4.742, -3.544], [1.130, -4.965, -2.122], [-3.732, -1.746, 1.999], [-4.175, -2.685, 0.988], [-5.262, -3.567, 1.381], [-5.331, -4.778, 0.476], [-5.344, -4.290, -0.958], [-4.153, -3.500, -1.202], [-3.613, -3.481, -2.548], [-3.641, -2.656, -0.261], [-2.702, -1.901, -0.565], [-3.260, -2.275, 2.830], [-4.592, -1.188, 2.382], [-3.016, -1.050, 1.581], [-6.212, -3.018, 1.347], [-5.096, -3.856, 2.421], [-6.222, -5.364, 0.699], [-4.453, -5.410, 0.631], [-6.250, -3.702, -1.154], [-5.341, -5.123, -1.662], [-3.503, -4.509, -2.901], [-2.644, -2.996, -2.539], [-4.266, -2.937, -3.235], [-4.092, 2.696, -0.763], [-2.670, 2.179, -0.819], [-2.624, 0.772, -0.574], [-4.114, 3.771, -0.950], [-4.534, 2.504, 0.215], [-4.708, 2.212, -1.523], [-2.060, 2.636, -0.039], [-2.209, 2.405, -1.786], [-3.015, 0.299, -1.327], [-1.352, -2.402, -4.787], [-0.841, -1.173, -4.888], [-1.351, -0.590, -5.975], [0.479, -1.276, -5.038], [-1.261, -0.166, -3.409], [-2.690, -0.282, -3.265], [-0.731, 1.142, -3.675], [-0.496, -0.925, -2.387]],
  "lowdin_charge": [1.34, -0.09, -0.08, -0.28, -0.02, -0.01, -0.30, -0.02, 0.00, 0.05, 0.06, -0.25, -0.01, 0.00, -0.33, -0.22, -0.14, -0.05, -0.09, -0.01, 0.02, -0.05, 0.09, 0.09, 0.10, 0.10, 0.11, 0.11, 0.12, 0.11, 0.12, 0.10, 0.11, 0.10, -0.21, -0.22, -0.01, -0.05, -0.07, -0.08, -0.63, 0.74, 0.14, 0.11, 0.11, 0.11, -0.02, -0.07, -0.16, -0.15, -0.16, -0.07, -0.02, -0.45, -0.15, 0.10, 0.10, 0.06, 0.13, 0.12, 0.12, 0.13, 0.13, 0.12, 0.09, 0.06, 0.10, -0.07, -0.29, -0.16, 0.08, 0.08, 0.08, 0.11, 0.11, 0.05, 0.14, -0.66, 0.14, 0.14, 0.53, -0.27, -0.27, -0.46],
  "lumo_ev": [0.058, -0.834],
  "gap_ha": [0.24496, 0.25545],
  "e_above_lowest_kcal_mol": 31.0,
  "s_squared": 6.10,
  "spin_multiplicity": 5
}

{
  "formula": "C24H35NO14S3",
  "method": "ωB97M-V/def2-TZVPD",
  "elements": ["C", "C", "C", "O", "C", "O", "C", "S", "C", "O", "C", "O", "C", "C", "C", "C", "C", "C", "C", "S", "O", "O", "O", "C", "C", "O", "N", "O", "O", "C", "O", "C", "S", "H", "H", "H", "H", "H", "H", "H", "H", "H", "H", "H", "H", "H", "H", "H", "H", "H", "H", "H", "H", "H", "C", "O", "C", "C", "O", "C", "C", "O", "C", "H", "H", "H", "H", "H", "H", "H", "H", "H", "H", "H", "H", "H", "H"],
  "positions_angstrom": [[-1.870, 1.386, 3.179], [-0.808, 1.585, 2.115], [-0.885, 0.457, 1.084], [0.209, -0.425, 1.313], [0.284, -1.432, 0.455], [-0.530, -1.656, -0.393], [1.473, -2.344, 0.602], [2.312, -2.170, 2.186], [2.189, -3.781, 3.012], [0.904, -4.035, 3.573], [0.053, -2.973, 3.853], [-0.873, -2.801, 3.136], [0.196, -2.160, 5.097], [-0.629, -2.524, 6.168], [-0.536, -1.828, 7.369], [0.361, -0.781, 7.536], [1.161, -0.401, 6.458], [1.074, -1.098, 5.254], [2.431, -4.953, 2.034], [4.099, -4.916, 1.364], [4.384, -6.244, 0.934], [4.216, -3.914, 0.354], [5.097, -4.596, 2.571], [4.672, -3.602, 3.527], [3.303, -3.967, 4.054], [2.994, -3.375, 5.293], [3.151, -4.363, 6.358], [2.219, -4.382, 7.033], [-1.113, 2.844, 1.491], [-0.163, 3.308, 0.670], [0.989, 2.991, 0.729], [-0.658, 4.266, -0.379], [-2.072, 3.626, -1.355], [-2.839, 1.196, 2.727], [-1.974, 2.273, 3.799], [-1.589, 0.554, 3.820], [0.156, 1.581, 2.613], [-1.835, -0.052, 1.195], [-0.821, 0.873, 0.082], [2.170, -2.089, -0.191], [1.106, -3.335, 0.379], [-1.329, -3.337, 6.064], [-1.177, -2.119, 8.190], [0.448, -0.262, 8.476], [1.863, 0.411, 6.556], [1.716, -0.784, 4.446], [1.697, -4.996, 1.242], [2.322, -5.847, 2.638], [4.756, -2.587, 3.152], [5.353, -3.677, 4.368], [3.346, -5.049, 4.202], [-1.012, 5.196, 0.052], [0.141, 4.435, -1.082], [-2.110, 2.313, -1.096], [-2.745, 0.351, -5.222], [-2.851, 1.536, -5.978], [-3.213, 2.647, -5.175], [-2.897, 3.945, -5.882], [-1.530, 4.321, -5.809], [-0.622, 3.609, -6.637], [-0.690, 4.001, -8.096], [-1.786, 3.371, -8.737], [-2.162, 4.032, -9.922], [-3.702, 0.094, -4.753], [-2.459, -0.450, -5.901], [-1.974, 0.447, -4.449], [-2.676, 2.613, -4.219], [-4.295, 2.592, -4.982], [-3.437, 4.741, -5.365], [-3.249, 3.924, -6.916], [-0.735, 2.531, -6.514], [0.369, 3.883, -6.269], [0.235, 3.684, -8.599], [-0.781, 5.091, -8.173], [-2.484, 5.059, -9.712], [-2.999, 3.487, -10.354], [-1.338, 4.050, -10.645]],
  "lowdin_charge": [-0.01, -0.30, -0.09, 0.00, -0.57, 0.13, -0.29, 1.09, -0.63, 0.02, -0.43, 0.19, -0.15, -0.02, -0.07, -0.07, -0.06, -0.05, -0.15, 0.63, -0.25, -0.26, -0.19, -0.14, -0.33, -0.07, 0.04, 0.13, 0.01, -0.58, 0.14, -0.41, 0.75, 0.09, 0.09, 0.09, 0.15, 0.14, 0.12, 0.10, 0.10, 0.12, 0.10, 0.10, 0.10, 0.08, 0.11, 0.12, 0.11, 0.14, 0.15, 0.08, 0.07, -0.16, -0.11, -0.20, -0.21, -0.18, -0.13, -0.18, -0.21, -0.20, -0.12, 0.09, 0.09, 0.09, 0.09, 0.13, 0.13, 0.12, 0.12, 0.13, 0.13, 0.13, 0.09, 0.09, 0.09],
  "lumo_ev": -0.793,
  "gap_ha": 0.30670
}

{
  "formula": "C21H38NNiS3Si2Te",
  "method": "ωB97M-V/def2-TZVPD",
  "elements": ["Ni", "C", "C", "S", "C", "C", "S", "C", "C", "S", "H", "H", "H", "H", "H", "H", "H", "H", "H", "H", "H", "H", "N", "C", "C", "C", "C", "C", "C", "C", "H", "H", "H", "H", "C", "Si", "C", "C", "C", "Te", "C", "Si", "C", "C", "C", "H", "H", "H", "H", "H", "H", "H", "H", "H", "H", "H", "H", "H", "H", "H", "H", "H", "H", "H", "H", "H", "H"],
  "positions_angstrom": [[-0.415, 1.425, -0.361], [-2.182, 4.096, -0.514], [-1.074, 4.642, 0.404], [-0.165, 3.298, 1.229], [1.567, 3.695, 0.961], [2.023, 3.789, -0.493], [1.558, 2.310, -1.444], [0.806, 2.989, -2.943], [-0.434, 3.826, -2.682], [-1.633, 2.866, -1.713], [-2.676, 4.907, -1.050], [-2.953, 3.590, 0.068], [-1.533, 5.263, 1.172], [-0.375, 5.277, -0.138], [2.093, 2.882, 1.465], [1.825, 4.612, 1.493], [3.110, 3.871, -0.504], [1.631, 4.673, -0.995], [0.554, 2.108, -3.538], [1.562, 3.544, -3.501], [-0.903, 4.103, -3.626], [-0.184, 4.750, -2.164], [-6.812, -1.750, 0.871], [-5.806, -1.236, 0.668], [-4.546, -0.590, 0.417], [-3.870, -0.814, -0.783], [-2.648, -0.208, -1.005], [-2.070, 0.634, -0.044], [-2.769, 0.857, 1.138], [-4.002, 0.259, 1.372], [-4.309, -1.465, -1.528], [-2.150, -0.386, -1.951], [-2.358, 1.508, 1.904], [-4.537, 0.434, 2.296], [3.299, -3.494, -0.399], [3.303, -2.011, -1.532], [3.782, -2.473, -3.273], [4.414, -0.658, -0.879], [1.538, -1.329, -1.599], [0.802, -0.677, 0.303], [-0.510, -2.299, 0.646], [-0.669, -2.802, 2.473], [-1.361, -1.389, 3.479], [-1.803, -4.278, 2.507], [1.042, -3.243, 3.080], [4.302, -3.905, -0.282], [2.660, -4.287, -0.792], [2.940, -3.233, 0.600], [4.792, -2.883, -3.319], [3.749, -1.601, -3.929], [3.105, -3.227, -3.680], [5.430, -1.025, -0.721], [4.061, -0.272, 0.080], [4.468, 0.173, -1.586], [0.817, -2.086, -1.912], [1.471, -0.495, -2.294], [-0.053, -3.129, 0.100], [-1.460, -2.048, 0.176], [-2.439, -1.305, 3.339], [-0.916, -0.429, 3.205], [-1.170, -1.546, 4.542], [-2.785, -4.035, 2.097], [-1.952, -4.637, 3.527], [-1.388, -5.104, 1.926], [1.731, -2.398, 3.029], [1.464, -4.060, 2.491], [1.005, -3.572, 4.119]],
  "lowdin_charge": [-0.31, -0.45, -0.45, 0.92, -0.50, -0.45, 0.89, -0.47, -0.45, 0.99, 0.10, 0.08, 0.09, 0.07, 0.08, 0.09, 0.09, 0.08, 0.09, 0.10, 0.09, 0.07, 0.17, -0.18, -0.23, -0.03, -0.14, -0.36, -0.12, -0.03, 0.13, 0.11, 0.09, 0.13, -0.17, 0.39, -0.17, -0.18, -0.53, 1.42, -0.51, 0.40, -0.17, -0.17, -0.19, 0.04, 0.04, 0.01, 0.04, 0.03, 0.04, 0.04, 0.01, 0.03, 0.02, -0.01, 0.02, 0.00, 0.03, 0.02, 0.04, 0.04, 0.04, 0.04, 0.02, 0.03, 0.04],
  "lumo_ev": -2.791,
  "gap_ha": 0.30696,
  "e_above_lowest_kcal_mol": 6.4,
  "charge": 1
}

{
  "formula": "H2N4O2",
  "method": "ωB97M-V/def2-TZVPD",
  "elements": ["N", "N", "N", "O", "N", "O", "H", "H"],
  "positions_angstrom": [[1.023, -1.186, 0.150], [0.752, -0.012, -0.339], [-0.440, 0.580, 0.076], [-1.231, 0.113, 0.978], [-0.562, 1.796, -0.642], [-1.666, 2.224, -0.730], [0.500, -1.776, 0.937], [1.625, -1.738, -0.429]],
  "lowdin_charge": [0.04, 0.04, -0.32, -0.09, -0.01, 0.06, 0.18, 0.10],
  "lumo_ev": [-1.090, -1.208],
  "gap_ha": [0.29356, 0.28459],
  "e_above_lowest_kcal_mol": 92.1
}

{
  "formula": "C4H7NO",
  "method": "ωB97M-V/def2-TZVPD",
  "elements": ["C", "C", "C", "O", "N", "C", "H", "H", "H", "H", "H", "H", "H"],
  "positions_angstrom": [[-1.255, -0.365, 0.018], [1.102, -1.290, 0.126], [0.182, -0.092, -0.013], [-2.141, 0.632, 0.184], [0.708, 2.361, 0.038], [0.626, 1.176, 0.421], [-1.713, 1.387, 0.628], [0.613, 2.520, -0.976], [-1.629, -1.359, 0.250], [-0.494, -0.196, -1.162], [0.798, -2.088, -0.556], [2.129, -1.013, -0.103], [1.071, -1.673, 1.146]],
  "lowdin_charge": [-0.20, -0.06, -0.41, 0.02, 0.05, -0.18, 0.10, 0.05, 0.14, 0.23, 0.08, 0.08, 0.09],
  "lumo_ev": [0.404, 0.406],
  "gap_ha": [0.27600, 0.27615],
  "e_above_lowest_kcal_mol": 124.4
}

{
  "formula": "C4H4N2O2",
  "method": "ωB97M-V/def2-TZVPD",
  "elements": ["H", "N", "C", "C", "C", "O", "N", "C", "O", "H", "H", "H"],
  "positions_angstrom": [[-1.965, 0.691, 1.734], [-1.159, 1.209, 1.377], [-0.441, 0.537, 0.597], [0.685, 1.090, -0.214], [1.258, -0.265, -0.488], [2.374, -0.618, -0.677], [0.036, -1.241, -0.887], [-0.922, -0.941, -0.004], [-1.749, -1.595, 0.563], [1.370, 1.723, 0.355], [0.384, 1.603, -1.126], [0.129, -2.192, -1.229]],
  "lowdin_charge": [0.07, 0.17, -0.28, -0.04, -0.33, 0.15, 0.18, -0.45, 0.09, 0.14, 0.14, 0.15],
  "lumo_ev": 0.022,
  "gap_ha": 0.36316,
  "e_above_lowest_kcal_mol": 35.5
}

{
  "formula": "C22H49AlB2BeBrF8I2MgN3O5",
  "method": "ωB97M-V/def2-TZVPD",
  "elements": ["C", "C", "I", "C", "I", "C", "C", "C", "N", "B", "O", "O", "C", "N", "N", "C", "C", "C", "O", "H", "H", "H", "H", "H", "H", "H", "H", "H", "H", "H", "H", "H", "H", "H", "H", "H", "H", "H", "H", "H", "F", "Al", "F", "F", "F", "C", "C", "C", "O", "C", "H", "H", "H", "H", "H", "H", "H", "H", "C", "C", "O", "H", "H", "H", "H", "H", "H", "B", "F", "F", "F", "F", "Be", "C", "C", "C", "C", "C", "C", "H", "H", "H", "H", "H", "H", "H", "H", "H", "H", "H", "H", "H", "H", "Br", "Mg"],
  "positions_angstrom": [[2.292, 0.123, 0.186], [1.739, 0.508, -1.309], [2.855, -0.823, -2.712], [0.116, 0.205, -1.523], [-0.783, -0.859, 0.164], [-0.728, 1.547, -2.015], [-1.927, 1.034, -3.006], [-3.366, 1.789, -2.757], [-3.702, 1.618, -1.291], [-5.076, 2.196, -0.997], [-5.548, 3.485, -1.562], [-5.992, 1.391, -0.127], [-2.602, 2.271, -0.486], [-2.952, 2.720, 0.789], [-1.159, 2.453, -0.888], [-0.878, 3.915, -1.157], [0.719, 4.328, -1.100], [1.158, 4.825, -2.612], [2.360, 4.105, -3.126], [1.732, 0.662, 1.070], [3.451, 0.408, 0.195], [2.279, -1.065, 0.297], [2.008, 1.622, -1.642], [0.070, -0.543, -2.453], [0.036, 2.152, -2.705], [-2.092, -0.129, -2.855], [-1.618, 1.236, -4.139], [-4.154, 1.245, -3.446], [-3.345, 2.923, -3.061], [-5.708, 3.298, -2.541], [-5.625, 1.414, 0.820], [-3.020, 3.754, 0.911], [-3.193, 2.090, 1.586], [-1.416, 4.259, -2.164], [-1.404, 4.567, -0.305], [0.827, 5.283, -0.394], [1.413, 3.490, -0.658], [1.314, 5.995, -2.570], [0.315, 4.642, -3.431], [2.967, 3.847, -2.370], [0.952, -4.666, 2.409], [1.908, -4.527, 0.889], [0.797, -4.207, -0.492], [2.800, -6.064, 0.598], [3.083, -3.171, 1.041], [-7.091, 6.323, 1.942], [-6.732, 5.543, 0.704], [-5.357, 6.083, 0.377], [-4.750, 6.456, 1.622], [-5.756, 6.437, 2.644], [-7.857, 5.843, 2.557], [-7.452, 7.320, 1.661], [-6.666, 4.475, 0.945], [-7.445, 5.666, -0.116], [-5.421, 6.982, -0.246], [-4.728, 5.348, -0.134], [-5.567, 5.566, 3.281], [-5.678, 7.340, 3.255], [0.349, -5.561, 6.275], [1.810, -5.220, 6.481], [2.623, -6.051, 5.666], [0.161, -6.611, 6.521], [-0.290, -4.931, 6.900], [0.064, -5.423, 5.227], [2.097, -5.380, 7.525], [2.009, -4.174, 6.225], [2.366, -5.896, 4.741], [-2.657, 4.137, 3.957], [-2.684, 4.725, 2.628], [-1.283, 3.837, 4.326], [-3.222, 5.075, 4.913], [-3.438, 2.911, 3.961], [0.643, -3.692, 8.190], [5.425, -3.519, -1.582], [4.624, -4.679, -2.150], [5.254, -6.045, -1.863], [6.642, -6.267, -2.475], [6.714, -6.106, -3.997], [5.858, -7.117, -4.746], [6.424, -3.461, -2.024], [4.916, -2.573, -1.790], [5.532, -3.614, -0.497], [4.488, -4.541, -3.227], [3.621, -4.661, -1.709], [4.572, -6.828, -2.213], [5.332, -6.179, -0.776], [6.983, -7.274, -2.207], [7.360, -5.576, -2.017], [7.757, -6.239, -4.309], [6.430, -5.092, -4.292], [6.158, -8.141, -4.500], [5.975, -6.982, -5.827], [4.797, -7.000, -4.510], [-2.657, -2.392, 0.842], [-1.157, 1.812, 4.780]],
  "lowdin_charge": [-0.24, -0.72, 1.00, -0.57, 1.10, -0.29, -0.09, -0.13, 0.12, -0.47, 0.09, 0.07, -0.13, 0.15, -0.04, -0.14, -0.12, -0.22, -0.13, 0.07, 0.12, 0.06, 0.08, 0.07, 0.18, 0.13, 0.16, 0.17, 0.15, 0.14, 0.12, 0.11, 0.13, 0.15, 0.15, 0.14, 0.11, 0.14, 0.13, 0.10, -0.27, 0.07, -0.27, -0.23, -0.25, -0.17, -0.18, -0.21, -0.15, -0.19, 0.12, 0.12, 0.11, 0.12, 0.13, 0.08, 0.11, 0.13, -0.11, -0.42, -0.02, 0.11, -0.02, 0.09, 0.08, 0.08, 0.11, -1.06, 0.07, 0.00, 0.10, 0.04, 0.70, -0.12, -0.27, -0.22, -0.22, -0.28, -0.12, 0.07, -0.04, 0.08, 0.10, 0.08, 0.11, 0.11, 0.11, 0.10, 0.11, 0.09, 0.08, 0.07, 0.06, 0.16, 1.25],
  "lumo_ev": -10.328,
  "gap_ha": 0.08676,
  "charge": 2
}

{
  "formula": "C4H9NO2",
  "method": "ωB97M-V/def2-TZVPD",
  "elements": ["C", "N", "C", "O", "C", "C", "O", "H", "H", "H", "H", "H", "H", "H", "H", "H"],
  "positions_angstrom": [[1.511, -0.190, -1.955], [0.108, -0.417, -2.047], [-1.050, -0.580, -2.023], [-1.975, 0.300, 0.604], [-1.014, -0.495, 1.281], [0.081, 0.443, 1.769], [0.572, 1.202, 0.682], [1.675, 0.811, -1.554], [1.941, -0.914, -1.260], [1.974, -0.300, -2.939], [-2.129, -0.083, -0.274], [-1.475, -1.026, 2.124], [-0.578, -1.242, 0.604], [-0.322, 1.104, 2.551], [0.919, -0.122, 2.194], [-0.238, 1.511, 0.243]],
  "lowdin_charge": [-0.09, -0.09, 0.06, -0.10, -0.26, -0.25, -0.09, 0.08, 0.09, 0.09, 0.01, 0.12, 0.10, 0.12, 0.12, 0.08],
  "lumo_ev": 0.805,
  "gap_ha": 0.40351,
  "e_above_lowest_kcal_mol": 61.9
}